Density functional theory data (the ωB97M-V functional and the def2-TZVPD basis) for a cluster of 7 separate species, H14O7 in total.

The geometry in XYZ format:
```
21
Properties=species:S:1:pos:R:3
O -0.0335 -0.1821 -0.3258
H 0.7589 -0.5968 -0.6787
H -0.0578 -0.4261 0.6121
O -1.0527 -1.0744 2.1445
H -1.7630 -0.4302 2.0522
H -1.0322 -1.2786 3.0847
O -2.0868 1.2816 -1.6291
H -1.4678 0.8180 -1.0436
H -1.6709 2.1250 -1.8252
O 1.1220 -1.2202 -3.6192
H 0.8769 -1.8368 -2.9227
H 1.5898 -1.7605 -4.2630
O 2.0693 2.3616 -1.7926
H 2.4193 1.6143 -1.3001
H 1.1911 2.4963 -1.4256
O 0.8918 -3.1557 1.9436
H 0.4745 -2.3057 1.7499
H 1.2260 -3.0767 2.8413
O -0.9261 1.9546 2.3268
H -1.3196 1.8655 1.4510
H -1.2091 2.8269 2.6195
```

Calculated values
- Kohn-Sham gap: 11.2 eV
- LUMO level: 0.08 eV
- DFT total energy: -535.0557 Eh